Record 1
Formula: C2H4N2O2S
Source: OMol25
Level of theory: ωB97M-V with the def2-TZVPD basis set

ORCA input file:
```
! wB97M-V def2-TZVPD RIJCOSX def2/J DEFGRID3
* xyz 0 1
H -1.56596 -1.52470 -2.47096
N 0.24594 0.25072 1.14949
N -0.74822 -0.69620 -0.65791
S 1.36907 1.26819 1.76813
C -0.78676 -0.81123 -1.96720
H -1.97952 -0.36224 1.01553
H 0.74012 0.72311 -0.83404
O -1.53271 -1.52187 0.20901
H 0.79555 1.30526 2.99183
O -0.08628 -0.13712 -2.70134
C 0.21553 0.13751 -0.11529
*
```

calculated total energy = -736.60711 hartree
molecular weight = 120.13 g/mol


Record 2
Formula: C2H4N2O2S
Source: OMol25
Level of theory: ωB97M-V with the def2-TZVPD basis set

ORCA input file:
```
! wB97M-V def2-TZVPD RIJCOSX def2/J DEFGRID3
* xyz 0 1
N 0.80861 -3.39084 -0.95743
H 1.47990 -1.52007 0.59019
H -1.64174 0.23508 -0.33443
O 0.77213 -0.88175 0.50488
S 0.77162 0.39671 -0.65774
C -0.91052 0.89471 -0.00133
C -1.02447 1.92284 0.78988
O 1.80068 1.41024 -0.37152
N 0.14616 -3.31047 -1.82922
H -0.15985 2.41068 1.01515
H -2.04252 1.83286 1.25156
*
```

calculated total energy = -736.73812 hartree
molecular weight = 120.13 g/mol


Record 3
Formula: C2H4N2O2S
Source: OMol25
Level of theory: ωB97M-V with the def2-TZVPD basis set

ORCA input file:
```
! wB97M-V def2-TZVPD RIJCOSX def2/J DEFGRID3
* xyz 0 1
H -0.48468 2.47709 -2.00161
O 0.51791 0.64045 2.22878
C -0.56251 1.51076 -1.34485
S 0.66318 0.22379 0.82604
O 1.93355 0.64700 0.02968
H -1.58395 0.93361 0.66268
C -0.74988 0.80572 -0.09828
N -0.81777 0.30744 -1.42321
H -0.35523 -1.72764 1.10344
N 0.40598 -1.42901 0.56488
H 0.28219 -1.62202 -0.44723
*
```

calculated total energy = -736.66481 hartree
molecular weight = 120.13 g/mol


Record 4
Formula: C2H4N2O2S
Source: OMol25
Level of theory: ωB97M-V with the def2-TZVPD basis set

ORCA input file:
```
! wB97M-V def2-TZVPD RIJCOSX def2/J DEFGRID3
* xyz 0 1
S 0.55122 -0.85697 -1.54086
O 0.27932 -0.92082 1.08593
C 1.29596 -0.83736 0.15276
H 1.85769 -1.72079 0.27599
N -0.35904 0.58726 -1.23911
C -0.96037 0.80302 -0.03470
H -1.07897 0.33365 1.81290
H 1.90913 0.05955 0.31277
N -0.38265 0.32027 1.09343
O -1.99879 1.46969 0.08746
H -1.11350 0.76252 -2.00656
*
```

calculated total energy = -736.71622 hartree
molecular weight = 120.13 g/mol


Repeat the second record exactly.
Formula: C2H4N2O2S
Source: OMol25
Level of theory: ωB97M-V with the def2-TZVPD basis set

ORCA input file:
```
! wB97M-V def2-TZVPD RIJCOSX def2/J DEFGRID3
* xyz 0 1
N 0.80861 -3.39084 -0.95743
H 1.47990 -1.52007 0.59019
H -1.64174 0.23508 -0.33443
O 0.77213 -0.88175 0.50488
S 0.77162 0.39671 -0.65774
C -0.91052 0.89471 -0.00133
C -1.02447 1.92284 0.78988
O 1.80068 1.41024 -0.37152
N 0.14616 -3.31047 -1.82922
H -0.15985 2.41068 1.01515
H -2.04252 1.83286 1.25156
*
```

calculated total energy = -736.73812 hartree
molecular weight = 120.13 g/mol


What is the formula in the second record?
C2H4N2O2S


calculated total energy of number 3 (C2H4N2O2S)?
-736.66481 hartree